1.
Molecular formula: C2H4N2OS
Method: DFT, ωB97M-V/def2-TZVPD

Structure (ORCA input):
```
! wB97M-V def2-TZVPD RIJCOSX def2/J DEFGRID3
* xyz 0 1
H -2.7381 0.2040 -0.1415
N -2.1149 -0.5966 -0.0093
C -0.8906 -0.3012 0.0480
N 0.0947 -1.3344 0.2317
S 1.7651 -0.7994 -0.0626
C 1.2075 0.9942 0.1094
O -0.2614 0.9370 -0.0973
H -0.1191 -2.0621 -0.4849
H 1.4215 1.3647 1.1213
H 1.6352 1.5938 -0.7149
*
```

## Properties
Kohn-Sham gap: 0.337 hartree
DFT total energy: -18000.492 eV
HOMO: -8.7 eV
ΔE to the lowest compared entry with this formula, charge and spin: 2.167 eV
Structure (SMILES): [H]/N=C1/NSCO1


2.
Molecular formula: C15H38BaCuNO10P2
Method: DFT, ωB97M-V/def2-TZVPD

Structure (ORCA input):
```
! wB97M-V def2-TZVPD RIJCOSX def2/J DEFGRID3
* xyz 2 1
Cu -13.4795 15.1352 2.4090
Ba -11.8149 17.9722 3.8224
O -11.8133 15.3388 3.9230
H -11.4623 14.4271 3.9241
C -10.4145 9.7003 6.1631
O -9.5226 9.2636 5.4013
N -11.4172 10.5137 5.7611
C -12.4867 10.7514 6.7840
C -11.7688 10.9599 4.4367
H -10.5505 9.4668 7.2305
H -13.0728 11.6659 6.8745
H -12.0565 10.5411 7.7632
H -13.1673 9.9114 6.6455
H -12.7048 10.4978 4.1228
H -11.8690 12.0450 4.4118
H -10.9208 10.6742 3.8143
C -6.2998 18.0633 8.1363
C -7.1635 18.3390 6.8715
O -7.5063 17.0325 6.3292
P -7.9160 16.9169 4.7725
O -9.2934 17.4478 4.5214
O -7.6169 15.3636 4.3079
C -8.6512 14.4243 4.2664
C -9.3330 14.3273 5.6560
O -6.7673 17.7288 4.0068
C -5.4353 17.1560 3.8563
C -4.4890 18.1319 3.0869
H -5.3051 17.7966 7.7792
H -6.3392 18.9186 8.8108
H -6.7212 17.1913 8.6363
H -8.0719 18.8638 7.1676
H -6.7214 18.9048 6.0514
H -9.3521 14.6050 3.4514
H -8.1511 13.4773 4.0636
H -10.0429 15.1320 5.8476
H -10.0206 13.4913 5.7840
H -8.6643 14.1569 6.4996
H -4.9748 16.9015 4.8108
H -5.5176 16.2351 3.2790
H -4.4582 19.1084 3.5701
H -3.5013 17.7669 2.8051
H -5.0264 18.3513 2.1643
C -13.1108 14.3654 6.8165
C -13.9312 15.5353 7.3290
O -15.2715 15.0991 7.5440
P -16.4462 14.9551 6.4403
O -16.4656 16.1869 5.6201
O -16.1202 13.4751 5.7194
C -15.9787 12.3330 6.5586
C -17.2276 11.5068 6.4662
O -17.8193 14.5465 7.2055
C -19.0563 14.6607 6.5430
C -19.7575 15.8748 7.1885
H -13.4071 13.8713 5.8912
H -12.0611 14.6204 6.6713
H -13.0900 13.5944 7.5867
H -13.6447 16.0007 8.2721
H -13.8963 16.2797 6.5336
H -15.1061 11.8191 6.1554
H -15.7786 12.7011 7.5649
H -16.9656 10.6216 7.0457
H -18.1551 11.9492 6.8296
H -17.3211 11.2717 5.4059
H -18.9100 14.7935 5.4710
H -19.6861 13.7772 6.6470
H -20.1259 15.5716 8.1685
H -19.1433 16.7629 7.3377
H -20.6474 16.0748 6.5919
*
```

## Properties
Kohn-Sham gap: 0.180 hartree
DFT total energy: -102036.828 eV
HOMO: -13.3 eV
ΔE to the lowest compared entry with this formula, charge and spin: 3.167 eV


3.
Molecular formula: C45H86BFN2O22PS9
Method: DFT, ωB97M-V/def2-TZVPD

Structure (ORCA input):
```
! wB97M-V def2-TZVPD RIJCOSX def2/J DEFGRID3
* xyz 1 1
C 4.1017 1.6584 -4.0602
N 2.6926 1.1781 -3.8796
C 1.9350 2.4010 -3.4328
B 2.7178 0.2032 -2.7822
O 3.0601 0.6064 -1.4801
N 2.4079 -1.2980 -2.9588
C 3.2697 -2.1940 -3.5455
C 2.9482 -3.6263 -3.6595
C 1.6724 -4.1004 -3.1304
C 1.1797 -5.5724 -3.1209
O 0.6491 -6.1482 -4.0077
O 1.3429 -6.2739 -1.8915
F 2.4065 -5.6841 -1.2252
C 0.7474 -3.1047 -2.5269
C 1.1697 -1.7130 -2.4656
P 0.0450 -0.4459 -1.6689
C -1.7326 -0.9748 -1.7148
O 0.4854 -0.4733 -0.0300
H 4.4542 2.2506 -3.1626
H 4.2384 2.2731 -4.9848
H 4.8164 0.7853 -4.1511
H 2.3534 2.8409 -2.4849
H 0.8761 2.0653 -3.2605
H 1.9662 3.2088 -4.2192
H 2.8589 -0.1482 -0.8749
H 4.2605 -1.8387 -3.9280
H 3.6488 -4.3613 -4.1199
H -0.2306 -3.4589 -2.1193
H -2.3298 -0.3319 -1.0074
H -2.1495 -0.7790 -2.7444
H -1.8518 -2.0435 -1.3887
H 1.0616 -1.2565 0.1285
C 2.8656 0.2904 4.2275
C 3.9845 -0.7548 4.1865
C 3.5435 -1.8615 3.2236
S 2.4466 -1.0856 2.0443
O 1.1233 -1.6401 2.2143
O 3.1013 -1.0337 0.7416
C 2.4804 0.5403 2.7751
H 3.1862 1.2087 4.7203
H 2.0091 -0.1079 4.7793
H 4.9039 -0.2897 3.8175
H 4.1971 -1.1578 5.1775
H 4.3908 -2.2983 2.6965
H 2.9857 -2.6418 3.7392
H 1.5081 1.0179 2.6635
H 3.2465 1.1224 2.2591
C -1.1852 5.3596 -0.6556
C 0.0861 4.5181 -0.5099
C -0.3466 3.0644 -0.2986
S -1.9353 2.8936 -1.1128
O -2.9410 2.6283 -0.1103
O -1.7842 2.0591 -2.2852
C -2.0782 4.5964 -1.6271
H -0.9668 6.3629 -1.0182
H -1.6806 5.4509 0.3160
H 0.6806 4.5962 -1.4250
H 0.7088 4.8666 0.3155
H 0.3627 2.3634 -0.7399
H -0.4839 2.8366 0.7588
H -3.1198 4.9077 -1.5898
H -1.7014 4.6688 -2.6471
C -0.6481 -6.0730 0.7572
C -1.0981 -5.6761 2.1660
C -2.0553 -4.4886 2.0246
S -2.8221 -4.6520 0.4134
O -2.3986 -3.5385 -0.4139
O -4.2095 -4.9964 0.5768
C -1.9166 -6.1081 -0.0891
H -0.1367 -7.0364 0.7515
H 0.0435 -5.3201 0.3653
H -1.6201 -6.5164 2.6314
H -0.2504 -5.4238 2.8046
H -2.8275 -4.4990 2.7921
H -1.5201 -3.5382 2.0487
H -1.7210 -6.0726 -1.1604
H -2.5273 -6.9790 0.1523
C 6.2858 4.9855 6.2550
C 5.4696 5.2452 7.5248
C 3.9948 5.0169 7.1777
S 3.9731 3.8266 5.8424
O 3.4539 4.4677 4.6578
O 3.4452 2.5685 6.3317
C 5.7471 3.6823 5.6777
H 7.3538 4.9187 6.4659
H 6.1320 5.8018 5.5436
H 5.7779 4.5432 8.3052
H 5.6311 6.2529 7.9093
H 3.4405 4.6184 8.0227
H 3.5230 5.9278 6.8221
H 6.0116 3.5331 4.6316
H 6.0686 2.8258 6.2731
C -5.3351 8.9803 -2.0624
C -4.9636 9.3980 -3.4882
C -3.4354 9.3774 -3.5893
S -2.8715 8.1587 -2.4032
O -2.1204 8.8315 -1.3712
O -2.3458 7.0117 -3.1084
C -4.4864 7.7519 -1.7566
H -6.3998 8.7644 -1.9680
H -5.0905 9.7870 -1.3656
H -5.3892 8.6844 -4.1990
H -5.3606 10.3830 -3.7367
H -3.1007 9.0915 -4.5854
H -3.0029 10.3394 -3.3142
H -4.4150 7.5322 -0.6922
H -4.8513 6.8770 -2.2979
C -4.6247 -2.0676 -5.0606
C -5.3681 -1.5999 -3.8059
C -5.6740 -0.1098 -3.9821
S -5.7981 0.1689 -5.7489
O -4.7154 1.0331 -6.1553
O -7.1708 0.4477 -6.0915
C -5.4046 -1.5030 -6.2401
H -4.5582 -3.1539 -5.1100
H -3.6060 -1.6647 -5.0577
H -6.3025 -2.1591 -3.7078
H -4.7844 -1.7771 -2.9004
H -6.6132 0.1685 -3.5065
H -4.8649 0.5133 -3.5986
H -4.8351 -1.4923 -7.1672
H -6.3434 -2.0382 -6.3826
C 5.9018 -6.0988 2.8605
C 6.2737 -6.6009 4.2588
C 5.2509 -6.0223 5.2415
S 3.7419 -5.7775 4.3072
O 3.4675 -4.3572 4.2354
O 2.7497 -6.7261 4.7446
C 4.3972 -6.3075 2.7323
H 6.4475 -6.6310 2.0805
H 6.1409 -5.0346 2.7747
H 6.2255 -7.6930 4.2780
H 7.2891 -6.3138 4.5339
H 5.0550 -6.7034 6.0681
H 5.5696 -5.0533 5.6265
H 3.9485 -5.7246 1.9288
H 4.1552 -7.3644 2.6104
C -1.4947 3.2611 7.5849
C -1.4839 3.7139 6.1218
C -1.0028 5.1677 6.0945
S 0.0544 5.3719 7.5267
O -0.5704 6.3029 8.4316
O 1.4242 5.5268 7.0906
C -0.1642 3.7203 8.1699
H -1.6195 2.1814 7.6739
H -2.3222 3.7420 8.1142
H -0.7923 3.0865 5.5520
H -2.4682 3.6169 5.6617
H -0.4330 5.3872 5.1924
H -1.8340 5.8665 6.1878
H -0.1575 3.7430 9.2585
H 0.6608 3.1070 7.8009
C -2.9356 -5.9586 -8.6484
C -2.5457 -6.4525 -7.2516
C -3.5744 -5.8941 -6.2638
S -5.0946 -5.6798 -7.1913
O -5.3968 -4.2691 -7.2617
O -6.0637 -6.6484 -6.7473
C -4.4362 -6.1977 -8.7685
H -2.3836 -6.4803 -9.4310
H -2.7186 -4.8901 -8.7362
H -2.5718 -7.5454 -7.2317
H -1.5341 -6.1447 -6.9820
H -3.7520 -6.5789 -5.4357
H -3.2728 -4.9187 -5.8810
H -4.9005 -5.6248 -9.5695
H -4.6571 -7.2593 -8.8885
*
```

## Properties
Kohn-Sham gap: 0.241 hartree
DFT total energy: -206273.845 eV
HOMO: -10.9 eV